1.
# C32H35I2MoN7O5S3

A structure of composition C32H35I2MoN7O5S3 in a non-equilibrium geometry (ωB97M-V/def2-TZVPD, the OMol25 dataset).

```
85
C32H35I2MoN7O5S3 | the OMol25 dataset | ωB97M-V/def2-TZVPD
Mo -0.077 0.402 1.180
O -0.725 6.042 -0.831
C -1.652 5.284 -1.415
O -2.510 5.742 -2.114
C -1.598 3.811 -1.169
C -2.426 2.905 -1.826
N -2.139 1.685 -1.356
N -1.201 1.730 -0.415
C -0.846 3.006 -0.302
C 0.331 3.262 0.544
O 0.938 4.306 0.597
O 0.740 2.175 1.194
H -0.075 5.520 -0.319
H -3.146 3.066 -2.608
H -2.407 0.762 -1.732
C 3.477 -0.970 3.357
C 3.286 -2.343 3.352
C 2.121 -2.883 2.819
C 1.150 -2.035 2.292
C 1.344 -0.641 2.284
C 2.519 -0.120 2.811
C -0.152 -2.513 1.790
C -0.547 -3.866 1.796
C -1.834 -4.185 1.478
C -2.770 -3.176 1.170
C -4.129 -3.457 0.905
C -5.002 -2.442 0.637
C -4.542 -1.110 0.610
C -3.225 -0.808 0.844
C -2.312 -1.842 1.137
N -1.000 -1.556 1.403
H 4.378 -0.555 3.791
H 4.031 -2.996 3.784
H 1.981 -3.954 2.840
H 2.684 0.950 2.816
H 0.157 -4.634 2.075
H -2.158 -5.217 1.484
H -4.463 -4.485 0.921
H -6.042 -2.653 0.433
H -5.238 -0.314 0.378
H -2.886 0.219 0.771
C -1.500 0.636 5.352
S -2.181 0.250 3.752
C -3.618 1.307 3.759
O -1.217 0.973 2.779
H -1.431 1.714 5.482
H -0.516 0.175 5.404
H -2.156 0.198 6.103
H -4.186 1.110 2.854
H -3.291 2.344 3.802
H -4.215 1.052 4.633
C 0.604 -3.123 -5.894
C -0.077 -1.919 -5.345
C -0.072 -0.676 -5.908
C -0.787 0.353 -5.253
N -1.439 0.161 -4.122
C -1.452 -1.063 -3.569
S -2.300 -1.394 -2.156
N -0.768 -2.070 -4.189
C -0.817 1.730 -5.826
H 1.187 -2.862 -6.772
H -0.131 -3.877 -6.179
H 1.268 -3.565 -5.151
H 0.452 -0.492 -6.833
H -0.839 -2.982 -3.755
H -0.783 1.712 -6.914
H 0.058 2.282 -5.478
H -1.707 2.253 -5.487
I 1.189 3.274 4.401
I 3.756 3.668 3.928
S 1.126 -0.401 -0.800
C 2.785 0.048 -0.436
N 3.670 -0.890 -0.157
C 5.085 -0.609 0.084
C 5.229 0.793 0.655
C 4.504 1.800 -0.221
N 3.151 1.314 -0.497
H 3.324 -1.835 -0.101
H 5.635 -0.715 -0.854
H 5.455 -1.358 0.782
H 6.282 1.057 0.722
H 4.812 0.821 1.660
H 5.024 1.959 -1.167
H 4.407 2.760 0.284
H 2.442 1.973 -0.777
```

Computed properties:
Electronic energy (eV): -104974.291
2S+1: 3
Expectation value of S²: 2.018
LUMO level (alpha / beta) (eV): -7.117 / -6.467
Net charge: +2
Energy relative to the best compared isomer or geometry (same formula, charge and spin) (eV): 0.181
Kohn-Sham gap (alpha / beta) (eV): 5.754 / 6.412

=====

2.
# C17H10CsFO6S

A structure of composition C17H10CsFO6S (ωB97M-V/def2-TZVPD, the OMol25 dataset).

```
36
C17H10CsFO6S | the OMol25 dataset | ωB97M-V/def2-TZVPD
Cs 2.300 -0.082 -2.820
O 3.350 5.186 1.203
C 3.056 4.192 0.553
C 1.993 4.098 -0.479
O 1.261 5.015 -0.846
C 1.935 2.705 -0.976
C 2.966 1.940 -0.264
O 3.232 0.722 -0.364
C 3.640 2.837 0.693
O 4.523 2.504 1.480
O 1.107 2.300 -1.822
O 0.374 -3.136 -1.247
S -0.494 -1.937 -1.395
C -2.055 -2.341 -0.571
C -2.107 -3.398 0.318
C -3.292 -3.681 0.981
C -4.425 -2.912 0.750
C -4.370 -1.865 -0.156
C -3.187 -1.582 -0.825
C 0.002 -0.746 -0.159
C 0.979 -1.072 0.759
C 1.398 -0.108 1.666
C 0.840 1.164 1.639
C -0.133 1.481 0.698
C -0.553 0.529 -0.211
H -1.202 -3.977 0.473
H -3.335 -4.501 1.688
H -5.347 -3.131 1.275
H -5.252 -1.264 -0.342
H -3.135 -0.764 -1.535
H 1.437 -2.054 0.725
H 2.210 -0.328 2.346
H 1.214 1.930 2.306
H -0.503 2.496 0.626
H -1.258 0.791 -0.991
F 2.833 -1.012 -5.175
```

Computed properties:
Electronic energy (eV): -44177.456
LUMO level (eV): 3.826
Net charge: -2
Energy relative to the best compared isomer or geometry (same formula, charge and spin) (eV): 0.443
Kohn-Sham gap (eV): 4.381

=====

3.
# C38H74BrIInNO12P

A structure of composition C38H74BrIInNO12P in a non-equilibrium geometry (ωB97M-V/def2-TZVPD, the OMol25 dataset).

```
129
C38H74BrIInNO12P | the OMol25 dataset | ωB97M-V/def2-TZVPD
C -3.808 -0.221 -5.777
C -3.473 -1.367 -6.679
O -3.855 -2.487 -6.374
N -2.698 -1.141 -7.824
C -1.486 -1.786 -7.910
C -0.964 -2.607 -6.760
O -0.792 -1.645 -8.921
In -2.537 0.823 -8.720
C -0.759 1.973 -7.992
C 0.473 1.227 -7.938
O 1.255 0.976 -8.788
Br 0.894 0.526 -6.098
P -2.499 0.472 -11.256
O -0.879 0.382 -11.615
I -3.013 2.808 -11.933
H -4.792 -0.400 -5.351
H -3.089 -0.207 -4.958
H -3.821 0.753 -6.250
H -0.853 -2.004 -5.863
H -0.001 -2.999 -7.066
H -1.632 -3.433 -6.548
H -3.978 1.746 -8.326
H -1.000 2.350 -7.005
H -0.612 2.793 -8.692
H -0.448 -0.173 -10.947
C -6.849 -3.807 -3.387
C -6.648 -3.769 -4.902
C -7.296 -5.079 -5.326
O -8.352 -5.334 -4.387
C -8.225 -4.451 -3.275
H -6.802 -2.827 -2.913
H -6.093 -4.445 -2.925
H -7.189 -2.923 -5.331
H -5.607 -3.688 -5.209
H -6.582 -5.907 -5.282
H -7.719 -5.042 -6.330
H -9.018 -3.696 -3.334
H -8.358 -5.019 -2.352
C -1.641 0.315 -0.847
C -0.682 1.378 -1.383
C -0.688 1.074 -2.875
O -1.989 0.553 -3.169
C -2.681 0.250 -1.960
H -2.075 0.560 0.121
H -1.124 -0.643 -0.757
H -1.089 2.375 -1.197
H 0.314 1.333 -0.946
H 0.058 0.316 -3.132
H -0.509 1.951 -3.497
H -3.471 0.994 -1.808
H -3.147 -0.733 -2.055
C 4.399 -0.310 -0.112
C 4.601 0.341 1.257
C 3.838 1.648 1.093
O 2.762 1.369 0.184
C 2.967 0.099 -0.435
H 4.535 -1.390 -0.111
H 5.089 0.120 -0.842
H 4.139 -0.271 2.036
H 5.645 0.498 1.522
H 4.468 2.427 0.666
H 3.429 2.016 2.032
H 2.250 -0.615 -0.011
H 2.776 0.185 -1.505
C 6.699 6.141 2.254
C 5.453 6.860 1.735
C 4.697 5.720 1.062
O 5.025 4.538 1.794
C 6.121 4.796 2.671
H 7.198 6.655 3.074
H 7.422 6.006 1.447
H 4.873 7.255 2.571
H 5.670 7.681 1.053
H 5.016 5.592 0.022
H 3.615 5.856 1.075
H 5.742 4.828 3.700
H 6.843 3.984 2.595
C -0.086 1.616 4.202
C 0.536 2.457 5.317
C 1.867 1.747 5.534
O 2.242 1.212 4.257
C 1.136 1.285 3.355
H -0.858 2.136 3.636
H -0.522 0.705 4.617
H 0.698 3.479 4.965
H -0.066 2.501 6.224
H 1.772 0.931 6.248
H 2.655 2.417 5.882
H 1.329 2.070 2.618
H 1.044 0.336 2.825
C 9.358 2.681 5.992
C 9.996 4.046 6.248
C 10.196 4.561 4.829
O 9.139 4.005 4.046
C 8.474 2.978 4.788
H 8.796 2.293 6.839
H 10.125 1.950 5.727
H 9.299 4.689 6.790
H 10.925 3.999 6.813
H 11.154 4.225 4.417
H 10.153 5.649 4.758
H 7.494 3.353 5.101
H 8.322 2.112 4.144
C -10.507 -7.008 -1.596
C -11.764 -7.842 -1.349
C -11.182 -9.079 -0.674
O -10.033 -8.638 0.049
C -9.693 -7.307 -0.343
H -10.703 -5.946 -1.728
H -9.983 -7.366 -2.483
H -12.436 -7.318 -0.665
H -12.318 -8.078 -2.256
H -10.870 -9.823 -1.415
H -11.876 -9.554 0.020
H -9.955 -6.623 0.472
H -8.617 -7.250 -0.509
C 2.740 -0.876 10.230
C 3.376 0.492 10.477
C 3.564 1.003 9.054
O 2.503 0.440 8.282
C 1.847 -0.585 9.031
H 2.186 -1.264 11.083
H 3.508 -1.604 9.962
H 2.682 1.135 11.022
H 4.310 0.449 11.035
H 4.520 0.669 8.635
H 3.517 2.090 8.981
H 0.865 -0.217 9.348
H 1.699 -1.453 8.388
```

Computed properties:
Electronic energy (eV): -159272.310
LUMO level (eV): 1.409
Net charge: -1
Kohn-Sham gap (eV): 5.808

=====

4.
# C4H2F2

An isolated molecule of C4H2F2 in a non-equilibrium geometry (ωB97M-V/def2-TZVPD, the OMol25 dataset).

```
8
C4H2F2 | the OMol25 dataset | ωB97M-V/def2-TZVPD
C 0.240 0.709 1.200
C -0.063 0.095 0.112
C 0.522 -0.432 -1.179
C -0.758 -0.711 -0.882
F -0.669 0.921 2.160
F -1.818 -1.267 -1.370
H 1.466 -0.529 -1.660
H 1.079 1.214 1.618
```

Computed properties:
Electronic energy (eV): -9607.410
2S+1: 3
Expectation value of S²: 2.027
LUMO level (alpha / beta) (eV): 0.989 / -1.993
Energy relative to the best compared isomer or geometry (same formula, charge and spin) (eV): 0.089
Kohn-Sham gap (alpha / beta) (eV): 6.237 / 9.903

=====

5.
# C11H16Br6Cl2O4

A structure of composition C11H16Br6Cl2O4 in a non-equilibrium geometry (ωB97M-V/def2-TZVPD, the OMol25 dataset).

```
39
C11H16Br6Cl2O4 | the OMol25 dataset | ωB97M-V/def2-TZVPD
O 6.130 -19.917 26.435
C 7.171 -20.178 26.915
O 8.163 -19.257 26.979
C 9.335 -19.825 27.614
C 9.140 -21.345 27.561
C 7.611 -21.498 27.478
H 9.580 -19.439 28.606
H 10.210 -19.568 27.008
H 9.638 -21.883 28.361
H 9.581 -21.723 26.633
H 7.218 -21.517 28.502
H 7.269 -22.352 26.917
O 5.203 -22.356 29.924
C 4.877 -21.189 29.921
O 5.780 -20.194 29.834
C 5.094 -18.884 29.984
C 3.670 -19.142 29.574
C 3.469 -20.605 29.966
H 5.640 -18.127 29.442
H 5.187 -18.703 31.066
H 3.515 -18.926 28.518
H 3.004 -18.456 30.102
H 2.780 -21.080 29.286
H 3.192 -20.683 31.020
C 5.294 -17.786 23.299
Cl 4.001 -16.789 22.633
Cl 6.833 -17.320 22.590
H 5.313 -17.713 24.373
H 5.101 -18.825 23.072
C 6.336 -16.136 27.083
Br 4.425 -16.090 27.292
Br 7.261 -16.010 28.768
Br 6.894 -14.656 25.955
H 6.641 -17.037 26.573
C 7.757 -12.382 28.868
Br 6.981 -11.244 27.538
Br 7.505 -11.661 30.635
Br 9.621 -12.670 28.549
H 7.242 -13.325 28.814
```

Computed properties:
Electronic energy (eV): -465156.125
LUMO level (eV): -0.213
Energy relative to the best compared isomer or geometry (same formula, charge and spin) (eV): 0.000
Kohn-Sham gap (eV): 9.970

=====

6.
# C16H31HgNOP2

A structure of composition C16H31HgNOP2 in a non-equilibrium geometry (ωB97M-V/def2-TZVPD, the OMol25 dataset).

```
52
C16H31HgNOP2 | the OMol25 dataset | ωB97M-V/def2-TZVPD
P 0.824 -3.164 -4.048
P -0.150 3.322 -1.148
C -0.284 0.999 -2.555
C 0.724 2.007 -2.046
H -1.279 1.376 -2.878
H 0.221 0.635 -3.484
H 1.557 1.606 -1.422
H 1.204 2.555 -2.886
C -1.593 3.734 -2.114
H -2.366 4.271 -1.530
H -2.090 2.877 -2.578
H -1.243 4.393 -2.912
C 0.844 4.731 -0.701
H 0.612 5.572 -1.384
H 1.937 4.552 -0.788
H 0.621 5.060 0.335
C 0.025 -4.771 -3.863
H 0.490 -5.300 -3.009
H 0.112 -5.407 -4.758
H -1.032 -4.587 -3.634
C 2.607 -3.451 -3.905
H 3.168 -2.507 -3.948
H 2.979 -4.170 -4.656
H 2.792 -3.905 -2.913
Hg -0.817 -1.167 -3.275
C 0.314 0.938 -5.637
C -0.968 1.335 -5.579
C -2.057 0.600 -6.288
C -1.658 -0.851 -6.587
C -1.134 -1.516 -5.341
C 0.184 -2.218 -5.622
C 1.337 -1.310 -6.236
C 0.986 0.119 -6.690
C -0.507 -1.813 -1.180
H 1.072 1.467 -4.985
H -1.244 2.315 -5.102
H -2.337 1.084 -7.243
H -2.941 0.600 -5.626
H -2.537 -1.390 -6.981
H -0.961 -0.890 -7.411
H -2.018 -2.072 -4.922
H 0.192 -3.150 -6.229
H 1.793 -1.802 -7.116
H 2.162 -1.224 -5.503
H 1.963 0.586 -6.844
H 0.491 0.111 -7.670
H 0.412 -1.378 -0.770
H -0.420 -2.913 -1.019
H -1.312 -1.484 -0.504
O 0.212 1.155 1.991
C -0.178 1.835 1.118
N -0.708 2.604 0.281
```

Computed properties:
Electronic energy (eV): -43376.329
LUMO level (eV): 0.056
Kohn-Sham gap (eV): 5.107